1.
Computed, not measured: a molecular structure, C40H46AuN4O2Se2, with ωB97M-V/def2-TZVPD.

- HOMO-LUMO gap (spin up / spin down): 6.370 / 6.063 eV
- <S²>: 2.057
- Charge: +1
- 2S+1: 3
- HOMO energy (spin up / spin down): -10.195 / -10.448 eV
- Total energy: -186660.73968 eV

Each line ends with the Mulliken spin population.
Cartesian coordinates (Å):
Au (1.705, 0.271, -1.511)  0.00
C (-3.617, 4.904, 2.006)  0.00
C (-3.826, 3.642, 1.158)  -0.01
C (-4.604, 4.022, -0.101)  0.00
C (-4.658, 2.623, 1.949)  0.01
C (-2.467, 3.037, 0.824)  0.04
C (-2.003, 2.878, -0.446)  -0.03
C (-0.736, 2.299, -0.705)  0.09
Se (-0.186, 2.128, -2.443)  0.54
C (0.349, -1.042, -0.808)  0.22
C (-0.986, -0.959, -1.049)  0.05
C (-1.876, -1.819, -0.371)  0.20
C (-1.345, -2.776, 0.501)  -0.16
C (-0.005, -2.916, 0.782)  -0.05
C (0.930, -2.010, 0.110)  0.23
O (2.162, -2.032, 0.276)  0.36
C (0.416, -4.003, 1.774)  0.01
C (-0.341, -3.782, 3.095)  0.02
C (1.910, -4.057, 2.108)  0.00
C (0.014, -5.366, 1.186)  0.02
C (-3.384, -1.685, -0.514)  0.07
C (-3.781, -0.555, -1.465)  0.03
C (-3.971, -1.373, 0.872)  0.03
C (-3.968, -3.004, -1.040)  0.03
C (0.084, 1.863, 0.385)  0.04
O (1.263, 1.314, 0.201)  0.09
C (-0.375, 2.067, 1.725)  0.10
C (-1.616, 2.629, 1.887)  0.07
C (0.486, 1.667, 2.924)  0.00
C (-0.217, 1.982, 4.248)  0.00
C (0.761, 0.158, 2.898)  0.01
C (1.812, 2.442, 2.911)  0.00
H (-4.582, 5.354, 2.247)  0.00
H (-3.022, 5.641, 1.466)  0.00
H (-3.112, 4.685, 2.947)  0.00
H (-5.576, 4.429, 0.180)  0.00
H (-4.782, 3.156, -0.743)  0.00
H (-4.083, 4.782, -0.684)  0.00
H (-5.634, 3.047, 2.189)  0.00
H (-4.182, 2.341, 2.889)  0.00
H (-4.819, 1.716, 1.364)  0.00
H (-2.587, 3.185, -1.302)  0.00
H (-1.375, -0.213, -1.724)  -0.02
H (-2.044, -3.435, 0.998)  0.00
H (-0.082, -2.816, 3.532)  0.00
H (-0.061, -4.559, 3.807)  0.00
H (-1.423, -3.823, 2.969)  0.00
H (2.264, -3.125, 2.543)  0.00
H (2.521, -4.271, 1.235)  0.00
H (2.059, -4.856, 2.837)  0.00
H (-1.059, -5.438, 1.009)  0.00
H (0.293, -6.160, 1.879)  0.00
H (0.528, -5.549, 0.240)  0.00
H (-3.416, 0.414, -1.116)  -0.01
H (-4.869, -0.497, -1.521)  0.00
H (-3.409, -0.722, -2.478)  0.00
H (-3.550, -0.448, 1.271)  0.00
H (-3.776, -2.170, 1.589)  0.00
H (-5.053, -1.253, 0.795)  0.00
H (-3.568, -3.242, -2.027)  0.00
H (-5.052, -2.918, -1.125)  0.00
H (-3.752, -3.840, -0.375)  0.00
H (-1.986, 2.780, 2.890)  0.01
H (-1.153, 1.430, 4.355)  0.00
H (-0.426, 3.048, 4.361)  0.00
H (0.432, 1.687, 5.072)  0.00
H (-0.179, -0.400, 2.887)  -0.01
H (1.313, -0.128, 3.796)  0.00
H (1.354, -0.130, 2.035)  -0.01
H (1.630, 3.518, 2.906)  0.00
H (2.419, 2.186, 2.046)  0.00
H (2.382, 2.204, 3.810)  0.00
Se (7.794, -0.198, -6.129)  0.00
N (6.478, -1.322, -5.692)  0.00
C (5.705, -0.701, -4.844)  0.00
C (4.501, -1.298, -4.278)  0.00
C (4.063, -2.585, -4.593)  0.00
C (2.916, -3.064, -3.996)  0.00
C (2.226, -2.259, -3.099)  0.01
N (2.638, -1.030, -2.802)  0.01
C (3.760, -0.542, -3.374)  0.01
C (4.170, 0.808, -3.000)  0.00
N (3.381, 1.451, -2.125)  -0.01
C (3.683, 2.676, -1.726)  -0.01
C (4.819, 3.330, -2.195)  0.00
C (5.642, 2.690, -3.099)  0.00
C (5.318, 1.398, -3.521)  0.00
C (6.110, 0.630, -4.471)  0.00
N (7.206, 1.073, -5.021)  0.00
H (4.629, -3.182, -5.294)  0.00
H (2.544, -4.056, -4.207)  0.00
H (1.332, -2.598, -2.596)  -0.01
H (3.000, 3.127, -1.018)  0.01
H (5.041, 4.328, -1.846)  0.00
H (6.530, 3.168, -3.489)  0.00

2.
Computed, not measured: a molecular structure, C40H46FN7O5Pd, with ωB97M-V/def2-TZVPD.

- HOMO-LUMO gap (spin up / spin down): 6.361 / 4.631 eV
- <S²>: 6.085
- Charge: +4
- 2S+1: 5
- HOMO energy (spin up / spin down): -16.523 / -16.515 eV
- Total energy: -69055.75612 eV

Each line ends with the Mulliken spin population.
Cartesian coordinates (Å):
Pd (0.046, 2.381, -0.186)  1.42
C (-1.892, 7.088, 5.054)  -0.01
C (-1.265, 6.008, 4.253)  0.19
C (-0.786, 4.826, 4.871)  0.14
C (-0.177, 3.831, 4.142)  0.10
C (0.253, 2.663, 4.871)  0.00
N (1.196, 1.817, 4.605)  0.05
C (2.301, 1.893, 3.637)  -0.01
C (2.239, 0.782, 2.589)  0.03
C (3.579, 0.381, 1.976)  0.00
N (4.532, 1.470, 1.657)  0.03
C (4.982, 1.841, 0.515)  -0.01
C (4.453, 1.496, -0.801)  0.11
C (5.316, 1.084, -1.780)  0.11
C (4.862, 0.816, -3.095)  0.19
C (5.809, 0.343, -4.138)  -0.01
C (3.515, 1.088, -3.399)  -0.02
C (2.612, 1.565, -2.478)  0.09
C (1.297, 1.982, -2.999)  -0.03
N (0.268, 2.312, -2.332)  0.19
C (-0.898, 2.814, -3.068)  -0.01
C (-1.524, 4.040, -2.385)  0.01
C (-0.529, 5.000, -1.715)  -0.02
N (-0.299, 4.576, -0.327)  0.20
C (-0.677, 5.361, 0.595)  -0.02
C (-0.656, 5.109, 2.051)  0.09
C (-1.164, 6.105, 2.846)  0.02
C (-0.159, 3.882, 2.679)  0.03
O (0.212, 2.883, 2.055)  0.31
C (3.048, 1.779, -1.098)  0.10
O (2.333, 2.280, -0.215)  0.32
H (-1.533, 7.096, 6.082)  0.00
H (-2.977, 6.925, 5.090)  0.04
H (-1.734, 8.066, 4.602)  0.01
H (-0.892, 4.725, 5.946)  0.01
H (-0.282, 2.454, 5.794)  0.00
H (1.270, 1.043, 5.257)  0.00
H (3.203, 1.823, 4.253)  0.00
H (2.283, 2.871, 3.169)  0.00
H (1.543, 1.058, 1.806)  -0.02
H (1.847, -0.135, 3.036)  0.00
H (3.402, -0.174, 1.056)  -0.01
H (4.145, -0.259, 2.655)  0.00
H (5.042, 1.835, 2.457)  0.00
H (5.860, 2.484, 0.552)  0.00
H (6.368, 0.945, -1.556)  0.00
H (6.632, -0.230, -3.712)  0.01
H (6.248, 1.209, -4.647)  0.04
H (5.305, -0.252, -4.897)  0.01
H (3.188, 0.949, -4.424)  0.00
H (1.253, 2.038, -4.090)  0.02
H (-1.638, 2.012, -3.100)  0.01
H (-0.608, 3.045, -4.096)  0.00
H (-2.249, 3.722, -1.637)  -0.01
H (-2.073, 4.589, -3.151)  0.00
H (-0.917, 6.020, -1.740)  0.00
H (0.434, 5.004, -2.231)  0.01
H (-1.092, 6.335, 0.327)  0.01
H (-1.535, 7.007, 2.373)  0.00
C (-5.322, -3.098, -0.699)  0.00
C (-4.503, -2.976, 0.575)  0.00
N (-3.265, -2.191, 0.379)  0.00
C (-3.269, -0.899, 0.706)  0.00
C (-2.221, -0.022, 0.532)  -0.02
C (-2.545, 1.393, 0.975)  0.01
O (-3.379, 1.546, 1.847)  0.02
O (-1.964, 2.365, 0.352)  0.15
C (-0.995, -0.513, 0.022)  -0.01
O (0.089, 0.154, -0.082)  0.09
C (-0.993, -1.925, -0.359)  0.02
C (0.148, -2.509, -0.926)  0.00
C (0.162, -3.823, -1.284)  0.00
F (1.302, -4.332, -1.793)  0.00
C (-0.960, -4.666, -1.123)  0.00
C (-2.092, -4.085, -0.578)  0.00
C (-2.123, -2.740, -0.182)  0.00
N (-0.984, -6.022, -1.491)  0.00
C (-1.488, -7.014, -0.549)  0.00
C (-2.409, -7.985, -1.294)  0.00
N (-1.916, -8.115, -2.717)  0.00
C (-0.420, -8.013, -2.786)  0.00
C (0.012, -6.592, -2.399)  0.00
H (-6.219, -3.683, -0.501)  0.00
H (-4.764, -3.581, -1.501)  0.00
H (-5.635, -2.115, -1.049)  0.00
H (-4.229, -3.946, 0.988)  0.00
H (-5.070, -2.462, 1.347)  0.00
H (-4.178, -0.518, 1.153)  0.00
H (1.037, -1.910, -1.066)  0.00
H (-2.982, -4.690, -0.487)  0.00
H (-2.047, -6.542, 0.254)  0.00
H (-0.657, -7.555, -0.082)  0.00
H (-3.435, -7.628, -1.347)  0.00
H (-2.401, -8.977, -0.848)  0.00
H (-2.325, -7.370, -3.283)  0.00
H (-2.233, -8.999, -3.118)  0.00
H (-0.100, -8.266, -3.794)  0.00
H (-0.033, -8.767, -2.103)  0.00
H (0.080, -5.966, -3.288)  0.00
H (1.009, -6.664, -1.960)  0.00

- Which value of charge does entry 2 give?
  +4

- What is the formula in the second record?
  C40H46FN7O5Pd

- The highest <S²> belongs to which entry?
  C40H46FN7O5Pd